DFT (ωB97M-V with the def2-TZVPD basis set) results for a cluster of 3 separate species, C4H13NO2 in total at a distorted geometry.

Structure (XYZ):
```
20
C4H13NO2, DFT ωB97M-V with the def2-TZVPD basis set
C 0.2575 -2.8103 -2.0505
C 1.2428 -2.3969 -1.2176
C 1.9066 -1.1024 -0.9992
N 2.3255 -0.8844 0.5352
C 2.1446 0.6473 0.9411
H -0.3005 -3.7803 -1.8063
H -0.1926 -2.1500 -2.8779
H 1.6840 -3.0281 -0.4258
H 2.7971 -1.0425 -1.6244
H 1.0850 -0.3050 -1.1071
H 1.7419 -1.6360 1.1224
H 1.7687 0.7535 1.9315
H 3.1307 1.2490 1.0668
H 1.4210 1.1838 0.2622
O -5.5098 3.8823 1.1924
H -4.7412 4.2141 0.7468
H -5.0890 3.9083 2.1226
O -2.0358 1.5072 0.6132
H -2.4884 0.7469 1.1190
H -1.1482 1.0437 0.4557
```

As for the orbital gap: 0.3570 Eh. The calculation puts the calculated total energy at -365.31379 Eh. The HOMO energy is -9.178 eV. The strongest force on any atom comes out at 3.48 eV/A. As for the SMILES: C=CCNC.O.O.

Listed below, in e, are the Löwdin charges computed for each atom: -0.016 -0.241 -0.239 -0.126 -0.123 0.071 0.079 0.094 0.107 0.109 0.119 0.030 0.089 0.055 -0.088 0.007 0.080 -0.126 0.074 0.043